Record 1
Computed, not measured: a molecular structure, C14H24N2O2S, with the ωB97M-V functional and the def2-TZVPD basis.

The value obtained for the energy above the lowest of the compared OMol25 structures with the same formula, charge and spin is 1833.0 kJ/mol. As for the spin multiplicity: 1. The lowest unoccupied orbital energy is 0.733 eV. The frontier orbital gap comes out at 0.30766 hartree.

```
43
Properties=species:S:1:pos:R:3:nbo_charge:R:1
C 4.25 1.88 0.54 -0.363
N 3.43 1.25 -0.48 -0.415
C 3.29 -0.08 -0.31 -0.225
C 2.12 -0.66 0.71 -0.195
N 0.76 -1.00 0.03 -0.512
C 0.55 -2.03 -0.68 -0.242
H 0.22 -1.75 -1.56 0.184
C -0.48 -2.92 -0.31 0.057
O -0.64 -2.77 1.11 -0.761
H -0.21 -1.95 1.38 0.484
C -1.87 -2.61 -0.89 -0.113
O -2.47 -1.42 -0.98 -0.494
C -3.13 -1.42 0.16 -0.061
C -3.33 0.32 0.40 -0.251
C -3.23 1.02 1.32 -0.303
C -3.54 2.37 1.29 -0.287
C -3.75 2.44 -0.09 -0.451
S -3.82 1.09 -0.96 0.522
H -3.91 3.63 -0.70 0.214
H -3.44 3.23 2.01 0.245
H -2.99 0.67 2.34 0.207
H -2.77 -1.50 1.34 0.228
H -4.13 -1.65 0.24 0.180
H -1.73 -3.00 -1.80 0.180
H -2.52 -3.37 -0.72 0.188
H -0.03 -3.95 -0.38 0.205
H 1.57 -2.65 -0.81 0.172
C 0.12 0.57 -0.27 -0.214
C 0.79 1.26 -1.10 -0.515
H 0.21 2.01 -1.52 0.257
H 1.23 0.83 -2.12 0.215
C 2.01 2.00 -0.68 -0.156
H 1.75 2.40 0.47 0.142
H 2.25 2.80 -1.16 0.181
H -0.89 0.06 -0.70 0.246
H -0.10 1.19 0.70 0.227
H 2.40 -1.57 1.01 0.170
H 1.98 0.13 1.81 0.173
H 4.09 -0.51 0.04 0.188
H 2.78 -0.49 -1.16 0.186
H 3.92 1.79 1.66 0.141
H 5.02 1.44 0.64 0.167
H 4.24 2.88 0.18 0.199
```


Record 2
Computed, not measured: a single CHNOS3 molecule, with the ωB97M-V functional and the def2-TZVPD basis.

The value obtained for the energy above the lowest of the compared OMol25 structures with the same formula, charge and spin is 0.0 kJ/mol. As for the spin multiplicity: 1. The lowest unoccupied orbital energy (spin up / spin down) is -1.487 / -1.476 eV. The frontier orbital gap (spin up / spin down) comes out at 0.25107 / 0.25157 hartree. The structure (SMILES) is O=C(S)SN=S.

```
7
Properties=species:S:1:pos:R:3:nbo_charge:R:1
C -0.36 0.20 0.16 0.242
N 2.27 0.06 -0.20 -0.765
O -0.37 -0.76 0.82 -0.509
S 1.10 1.25 -0.17 0.518
S -1.94 0.91 -0.37 -0.068
S 2.21 -1.49 -0.24 0.395
H -2.91 -0.16 0.01 0.187
```


Record 3
Computed, not measured: 2 unconnected molecules or ions with the total composition C5H14NO2, with the ωB97M-V functional and the def2-TZVPD basis.

The total charge is -1. The value obtained for the energy above the lowest of the compared OMol25 structures with the same formula, charge and spin is 241.4 kJ/mol. As for the spin multiplicity: 1. The lowest unoccupied orbital energy is 3.744 eV. The frontier orbital gap comes out at 0.26631 hartree.

```
22
Properties=species:S:1:pos:R:3:nbo_charge:R:1
C -1.92 1.29 -1.48 -0.643
C -0.36 1.50 -1.91 -0.223
N 0.81 1.10 -0.91 -0.643
C 0.03 -1.31 -1.04 -0.631
C 0.57 -0.17 -0.12 -0.133
C -0.43 0.16 1.08 -0.016
O 0.16 0.03 2.23 -0.869
H -2.31 0.57 -2.10 0.187
H -2.50 2.19 -1.79 0.182
H -1.99 1.07 -0.45 0.235
H -0.39 2.67 -2.08 0.182
H -0.23 0.99 -2.85 0.177
H 0.82 1.81 -0.14 0.350
H -0.69 -0.86 -1.77 0.184
H 0.72 -1.93 -1.56 0.194
H -0.57 -2.01 -0.40 0.203
H 1.48 -0.68 0.51 0.265
H -0.54 1.25 0.98 0.100
H -1.39 -0.46 0.89 0.073
H 1.10 -2.76 1.41 0.433
H 0.79 -1.21 2.24 0.498
O 1.42 -2.18 2.06 -1.103
```


Record 4
Computed, not measured: a molecular structure, C35H54BaN9O, with the ωB97M-V functional and the def2-TZVPD basis.

The total charge is +1. The value obtained for the energy above the lowest of the compared OMol25 structures with the same formula, charge and spin is 296.7 kJ/mol. As for the spin multiplicity: 1. The lowest unoccupied orbital energy is -3.247 eV. The frontier orbital gap comes out at 0.15224 hartree.

```
100
Properties=species:S:1:pos:R:3:mulliken_charge:R:1
Ba -0.38 -0.69 -1.01 2.083
C -1.73 2.18 3.01 -1.355
N -2.78 3.03 2.43 0.707
C -3.43 3.93 3.43 -1.260
C -3.60 2.50 1.44 0.410
C -5.00 2.23 1.69 -0.415
C -5.84 1.71 0.72 -0.669
C -5.27 1.27 -0.52 -0.957
C -3.92 1.42 -0.72 -0.097
C -3.05 2.14 0.12 -0.799
N -1.73 2.32 -0.19 0.697
C -1.46 3.26 -1.15 0.190
C -1.80 2.89 -2.47 0.001
C -1.85 3.84 -3.48 -0.941
C -1.40 5.16 -3.19 -0.931
C -0.81 5.43 -1.98 -0.639
C -0.79 4.52 -0.90 0.507
N -0.24 4.88 0.30 0.287
C 0.20 3.98 1.33 -0.927
C 0.22 6.26 0.47 -1.332
H -2.15 1.54 3.81 0.340
H -1.26 1.58 2.28 0.189
H -0.95 2.80 3.48 0.464
H -3.89 3.38 4.31 0.345
H -2.74 4.70 3.79 0.262
H -4.24 4.44 2.91 0.475
H -5.34 2.44 2.71 0.444
H -6.89 1.56 0.94 0.395
H -5.90 0.81 -1.32 0.339
H -3.47 1.02 -1.61 0.190
H -2.09 1.84 -2.63 0.084
H -2.22 3.66 -4.51 0.360
H -1.59 5.96 -3.95 0.320
H -0.41 6.40 -1.77 0.466
H 1.25 4.19 1.53 0.570
H -0.39 4.13 2.24 0.331
H 0.19 2.95 0.97 -0.117
H 1.06 6.52 -0.23 0.353
H -0.59 6.98 0.35 0.426
H 0.63 6.45 1.50 0.417
C -0.13 -5.03 3.22 -1.238
N 0.39 -4.12 2.18 0.390
C 1.63 -4.60 1.59 -0.688
C -0.35 -3.08 1.69 -0.253
N 0.22 -1.99 1.15 0.240
C 1.42 -1.45 1.68 -0.460
C 1.72 -1.52 3.06 -0.188
C 2.93 -1.17 3.62 -0.875
C 3.88 -0.49 2.83 -0.785
C 3.56 -0.28 1.46 0.022
C 2.37 -0.77 0.87 -0.519
N 2.14 -0.59 -0.53 0.057
C 3.19 -0.57 -1.36 0.139
N 4.27 -1.37 -1.19 0.397
C 5.55 -1.08 -1.82 -1.320
C 4.28 -2.65 -0.49 -0.935
N 3.06 0.27 -2.48 0.543
C 2.36 1.55 -2.40 -1.099
C 3.71 -0.05 -3.76 -1.343
N -1.72 -3.16 1.70 0.463
C -2.60 -2.00 1.92 -1.030
C -2.45 -4.39 1.46 -1.072
H 0.64 -5.32 3.96 0.372
H -0.45 -5.99 2.80 0.432
H -0.95 -4.52 3.72 0.369
H 1.58 -5.70 1.61 0.500
H 2.58 -4.19 2.06 0.130
H 1.63 -4.23 0.50 0.054
H 1.00 -2.07 3.68 0.423
H 3.12 -1.41 4.70 0.400
H 4.81 -0.10 3.22 0.452
H 4.21 0.30 0.79 0.426
H 5.56 -0.12 -2.34 0.443
H 5.81 -1.89 -2.56 0.394
H 6.36 -1.03 -1.05 0.327
H 3.27 -3.09 -0.45 0.112
H 4.60 -2.62 0.56 0.311
H 4.94 -3.38 -1.02 0.400
H 1.93 1.68 -1.37 0.216
H 1.57 1.59 -3.15 0.383
H 3.00 2.43 -2.65 0.339
H 4.12 -1.07 -3.78 0.419
H 4.51 0.67 -4.02 0.360
H 2.99 0.02 -4.60 0.347
H -2.03 -1.08 2.14 0.179
H -3.21 -2.16 2.83 0.332
H -3.25 -1.87 1.04 0.366
H -1.74 -5.23 1.24 0.337
H -3.19 -4.26 0.63 0.326
H -3.05 -4.71 2.36 0.324
C 0.22 -3.11 -4.92 -0.939
C -0.27 -3.44 -3.50 0.514
C -1.13 -4.66 -3.24 -0.961
O 0.08 -2.67 -2.52 -0.435
H 0.47 -3.97 -5.52 0.391
H 1.12 -2.45 -4.81 0.138
H -0.54 -2.46 -5.46 0.300
H -1.05 -5.43 -4.02 0.354
H -2.22 -4.41 -3.08 0.259
H -0.82 -5.11 -2.27 0.250
```


Record 5
Computed, not measured: 5 unconnected molecules or ions with the total composition C8H10BCl12FNO4, with the ωB97M-V functional and the def2-TZVPD basis.

The total charge is -1. As for the spin multiplicity: 1. The lowest unoccupied orbital energy is 1.441 eV. The frontier orbital gap comes out at 0.19910 hartree.

```
37
Properties=species:S:1:pos:R:3:nbo_charge:R:1
O -2.45 0.73 1.56 -0.596
C -2.34 1.72 0.79 0.968
F -1.08 1.92 0.11 -0.360
N -3.48 2.58 0.55 -0.703
C -4.24 2.89 1.80 0.721
O -3.92 3.72 2.67 -0.528
C -5.63 2.10 2.00 -0.031
C -6.00 0.91 0.97 -0.114
O -6.79 1.47 -0.14 -0.746
B -6.91 2.93 0.19 0.430
O -6.61 3.10 1.63 -0.696
H -3.25 3.42 0.00 0.419
H -5.93 1.82 3.06 0.203
H -5.13 0.43 0.38 0.181
H -6.76 0.19 1.45 0.172
H -6.19 3.63 -0.46 -0.180
H -8.06 3.29 0.13 -0.137
C -0.88 -1.13 -1.89 -0.285
Cl -2.60 -1.36 -1.55 0.035
Cl -0.29 -2.41 -2.97 -0.008
Cl -0.59 0.46 -2.59 0.017
H -0.34 -1.20 -0.95 0.235
C 2.41 -0.78 0.96 -0.287
Cl 2.42 -1.83 -0.47 -0.008
Cl 3.35 0.68 0.65 0.018
Cl 0.76 -0.38 1.42 0.055
H 2.88 -1.32 1.78 0.228
C 5.57 -3.80 0.00 -0.283
Cl 6.01 -2.40 0.99 0.016
Cl 6.67 -3.97 -1.37 0.005
Cl 5.56 -5.28 0.98 0.019
H 4.56 -3.64 -0.39 0.242
C 9.77 -1.75 -2.20 -0.283
Cl 11.17 -1.64 -1.12 0.013
Cl 9.26 -0.14 -2.72 0.020
Cl 10.14 -2.76 -3.61 0.012
H 8.95 -2.21 -1.66 0.236
```


Record 6
Computed, not measured: a gas-phase ion, C10H14N3O2 (charge +1), with the ωB97M-V functional and the def2-TZVPD basis.

The total charge is +1. The value obtained for the energy above the lowest of the compared OMol25 structures with the same formula, charge and spin is 495.9 kJ/mol. As for the spin multiplicity: 1. The lowest unoccupied orbital energy (spin up / spin down) is -5.916 / -5.915 eV. The frontier orbital gap (spin up / spin down) comes out at 0.29542 / 0.29546 hartree. The structure (SMILES) is [H]/N=C1/C=CC(=[N+](CC)CC)C([N+](=O)[O-])=C1.

```
29
Properties=species:S:1:pos:R:3:nbo_charge:R:1
C 0.53 1.04 2.58 -0.067
C 1.13 0.35 1.55 -0.277
C -1.77 0.26 1.97 -0.109
C -1.25 -0.39 0.93 0.011
C -0.89 1.18 2.76 0.141
C 0.25 -0.15 0.49 0.423
C -0.90 1.47 -1.80 -0.619
C 2.20 -1.89 -1.97 -0.605
C -0.34 0.07 -1.77 -0.258
C 2.01 -0.61 -1.12 -0.220
N -1.18 2.09 3.64 -0.451
N -1.91 -1.57 0.44 0.502
N 0.65 -0.17 -0.75 -0.282
O -3.11 -1.53 0.36 -0.324
O -1.24 -2.47 0.03 -0.346
H 1.01 1.75 3.21 0.262
H 2.17 0.55 1.49 0.259
H -2.75 0.10 2.37 0.270
H -1.40 1.80 -0.77 0.208
H -0.23 2.21 -2.27 0.239
H -1.74 1.38 -2.46 0.245
H 2.03 -2.72 -1.45 0.220
H 1.49 -1.98 -2.81 0.228
H 3.32 -1.91 -2.30 0.251
H 0.11 0.05 -2.77 0.248
H -1.12 -0.69 -1.74 0.233
H 2.58 0.25 -1.53 0.228
H 2.51 -0.73 -0.19 0.215
H -2.16 2.28 3.91 0.375
```


Q: Which maximum force values were calculated for the entries above? A: 19.03; 2.93; 3.83; 4.46; 5.33; 4.32, in eV/A.